ORCA calculation (ωB97M-V/def2-TZVPD) on a cluster of 20 separate species, C90H210N10O20 in total at a distorted geometry.

```
! wB97M-V def2-TZVPD RIJCOSX def2/J DEFGRID3
* xyz 0 1
O 17.46 -25.97 0.53
H 16.93 -26.77 0.20
H 17.73 -26.25 1.42
O 15.52 -24.41 1.80
H 15.60 -23.48 1.53
H 16.18 -24.92 1.29
O 14.96 -23.41 -1.65
H 14.06 -23.29 -1.95
H 15.32 -22.64 -1.13
O 17.84 -23.69 -1.02
H 18.22 -24.49 -0.69
H 17.32 -23.90 -1.82
O 16.40 -28.37 -0.27
H 15.63 -28.55 0.34
H 16.89 -29.24 -0.13
O 16.29 -21.75 0.39
H 16.75 -21.15 0.95
H 16.93 -22.43 0.15
O 15.52 -26.36 6.53
H 16.03 -25.86 5.88
H 16.08 -26.82 7.15
O 14.27 -28.74 1.98
H 14.00 -27.83 1.85
H 14.30 -28.75 2.94
O 13.98 -28.40 4.92
H 14.10 -27.43 4.98
H 14.33 -28.71 5.76
O 13.45 -26.20 2.21
H 12.52 -26.01 2.09
H 13.94 -25.48 1.82
C 17.79 -27.97 3.42
C 18.91 -26.90 3.65
C 20.08 -27.15 2.62
C 21.00 -26.00 2.69
C 20.29 -24.71 2.50
C 19.14 -24.43 3.46
N 18.28 -25.60 3.41
O 17.20 -25.50 4.29
C 19.72 -24.07 4.88
C 18.32 -23.25 2.91
C 19.43 -27.03 5.11
H 18.22 -28.97 3.58
H 17.53 -28.01 2.37
H 16.94 -27.88 4.10
H 20.56 -28.10 2.82
H 19.64 -27.20 1.60
H 21.84 -26.04 2.04
H 21.44 -26.02 3.66
H 19.96 -24.70 1.46
H 21.07 -23.93 2.61
H 19.23 -24.58 5.69
H 20.73 -24.33 4.97
H 19.56 -22.99 5.12
H 18.95 -22.43 2.60
H 17.61 -23.55 2.16
H 17.60 -22.86 3.73
H 20.40 -26.59 5.31
H 19.54 -28.03 5.39
H 18.69 -26.63 5.83
H 16.52 -25.09 3.71
C 17.75 -19.26 3.16
C 18.45 -18.56 4.39
C 18.41 -19.52 5.60
C 19.39 -19.16 6.73
C 20.85 -19.06 6.14
C 20.96 -18.09 5.00
N 19.91 -18.48 4.02
O 20.09 -17.66 2.88
C 20.96 -16.58 5.41
C 22.31 -18.33 4.35
C 17.80 -17.22 4.63
H 18.42 -20.07 2.81
H 17.57 -18.56 2.35
H 16.89 -19.71 3.57
H 17.34 -19.69 5.91
H 18.74 -20.49 5.18
H 19.33 -19.86 7.55
H 19.20 -18.15 7.16
H 21.05 -20.10 5.74
H 21.54 -18.71 6.85
H 21.94 -16.36 5.89
H 20.91 -15.96 4.52
H 20.13 -16.32 6.04
H 22.52 -17.61 3.56
H 23.11 -18.25 5.07
H 22.37 -19.33 3.83
H 17.88 -16.53 3.81
H 18.30 -16.77 5.47
H 16.76 -17.36 4.81
H 20.62 -18.24 2.38
C 18.96 -31.30 5.42
C 17.95 -31.75 6.52
C 17.11 -30.53 6.86
C 15.91 -30.94 7.73
C 15.15 -32.02 7.03
C 15.97 -33.31 6.69
N 17.14 -32.88 5.92
O 18.07 -33.98 5.72
C 16.17 -34.15 7.96
C 15.18 -34.16 5.62
C 18.87 -32.14 7.64
H 19.33 -30.33 5.82
H 18.47 -31.04 4.51
H 19.72 -32.04 5.26
H 17.70 -29.82 7.38
H 16.73 -30.12 5.94
H 15.16 -30.14 7.84
H 16.30 -31.08 8.68
H 14.74 -31.56 6.07
H 14.23 -32.21 7.59
H 16.47 -33.56 8.82
H 15.24 -34.75 8.11
H 16.95 -34.95 7.76
H 15.62 -35.17 5.60
H 14.15 -34.21 5.86
H 15.26 -33.66 4.70
H 18.44 -32.54 8.57
H 19.46 -31.24 8.00
H 19.66 -32.80 7.24
H 18.21 -33.99 4.76
C 17.27 -23.13 9.96
C 18.06 -23.35 8.64
C 18.88 -22.08 8.24
C 20.17 -21.98 9.17
C 20.99 -23.17 8.81
C 20.28 -24.39 9.26
N 18.98 -24.54 8.58
O 18.28 -25.69 8.94
C 21.07 -25.64 8.73
C 20.14 -24.51 10.80
C 17.02 -23.59 7.52
H 16.44 -22.43 9.72
H 17.76 -22.78 10.82
H 16.64 -23.99 10.21
H 19.28 -22.18 7.23
H 18.33 -21.18 8.36
H 19.81 -21.97 10.21
H 20.68 -21.04 8.97
H 21.96 -23.17 9.32
H 21.20 -23.15 7.75
H 21.42 -25.45 7.71
H 21.93 -25.93 9.35
H 20.45 -26.51 8.78
H 19.94 -25.57 11.11
H 21.06 -24.30 11.29
H 19.43 -23.80 11.17
H 16.42 -24.53 7.69
H 17.54 -23.70 6.56
H 16.33 -22.74 7.41
H 18.02 -25.59 9.86
C 24.96 -23.53 8.15
C 25.55 -24.22 6.96
C 24.51 -25.28 6.51
C 23.28 -24.56 5.92
C 23.71 -23.73 4.82
C 24.70 -22.61 5.13
N 25.85 -23.38 5.80
O 26.81 -22.43 6.22
C 25.35 -22.10 3.77
C 24.21 -21.41 5.91
C 26.90 -24.89 7.32
H 24.12 -22.97 7.83
H 25.78 -23.01 8.69
H 24.60 -24.30 8.84
H 24.94 -26.03 5.77
H 24.23 -25.85 7.36
H 22.85 -23.96 6.74
H 22.57 -25.38 5.70
H 22.94 -23.30 4.11
H 24.29 -24.43 4.21
H 25.77 -23.00 3.37
H 24.64 -21.68 3.10
H 26.22 -21.42 3.95
H 24.92 -20.97 6.61
H 24.06 -20.59 5.23
H 23.34 -21.61 6.53
H 26.89 -25.66 8.15
H 27.66 -24.18 7.61
H 27.35 -25.39 6.42
H 27.58 -22.81 5.86
C 21.04 -27.90 -4.71
C 21.04 -27.52 -3.24
C 21.10 -28.80 -2.43
C 21.14 -28.53 -0.92
C 22.35 -27.58 -0.59
C 22.38 -26.33 -1.41
N 22.22 -26.67 -2.89
O 22.17 -25.34 -3.52
C 21.32 -25.35 -0.87
C 23.79 -25.61 -1.33
C 19.74 -26.76 -3.01
H 21.89 -28.58 -4.92
H 21.10 -27.09 -5.44
H 20.18 -28.52 -4.94
H 20.17 -29.31 -2.72
H 21.92 -29.50 -2.76
H 21.16 -29.39 -0.27
H 20.19 -28.10 -0.62
H 23.28 -28.20 -0.70
H 22.24 -27.24 0.45
H 20.91 -24.84 -1.74
H 20.51 -25.88 -0.30
H 21.79 -24.70 -0.14
H 23.69 -24.64 -1.85
H 24.19 -25.41 -0.35
H 24.55 -26.20 -1.88
H 19.28 -26.94 -2.03
H 19.01 -27.05 -3.75
H 19.92 -25.69 -3.05
H 22.82 -25.53 -4.18
C 26.06 -30.79 6.06
C 24.57 -30.76 5.84
C 24.00 -29.78 6.93
C 22.60 -29.30 6.57
C 22.52 -28.77 5.13
C 23.07 -29.76 4.10
N 24.40 -30.13 4.53
O 24.95 -31.08 3.54
C 22.05 -30.94 3.83
C 23.32 -28.93 2.78
C 24.08 -32.24 6.07
H 26.47 -29.89 5.68
H 26.55 -31.64 5.52
H 26.43 -30.89 7.12
H 24.09 -30.39 7.81
H 24.64 -28.90 7.02
H 22.19 -28.54 7.32
H 21.99 -30.15 6.70
H 23.14 -27.83 5.05
H 21.49 -28.53 4.82
H 21.41 -31.08 4.67
H 21.46 -30.69 2.92
H 22.44 -31.94 3.67
H 22.41 -28.45 2.40
H 24.08 -28.22 3.14
H 23.70 -29.54 1.96
H 24.33 -32.87 5.15
H 23.02 -32.34 6.27
H 24.61 -32.56 6.96
H 25.64 -30.55 3.18
C 16.76 -33.59 1.42
C 16.99 -32.07 1.24
C 18.42 -31.73 1.55
C 19.42 -32.25 0.51
C 19.13 -31.70 -0.84
C 17.64 -31.89 -1.21
N 16.75 -31.47 -0.09
O 15.45 -31.93 -0.43
C 17.28 -30.92 -2.37
C 17.51 -33.34 -1.73
C 16.00 -31.39 2.16
H 15.82 -33.79 0.85
H 16.65 -33.84 2.48
H 17.53 -34.24 0.97
H 18.50 -30.67 1.73
H 18.57 -32.22 2.51
H 19.22 -33.27 0.55
H 20.47 -32.04 0.81
H 19.65 -32.13 -1.64
H 19.41 -30.64 -0.82
H 17.36 -29.86 -2.10
H 17.97 -31.21 -3.13
H 16.29 -31.18 -2.74
H 17.63 -34.19 -0.98
H 16.51 -33.56 -2.17
H 18.23 -33.56 -2.53
H 16.17 -31.64 3.24
H 15.04 -31.83 2.05
H 15.96 -30.32 1.92
H 14.84 -31.19 -0.60
C 13.73 -21.49 6.52
C 13.94 -21.82 5.01
C 14.11 -23.36 4.75
C 12.85 -24.12 4.90
C 11.80 -23.50 4.01
C 11.54 -22.07 4.34
N 12.81 -21.32 4.21
O 12.64 -19.95 4.47
C 10.65 -21.59 3.15
C 10.68 -21.94 5.65
C 15.27 -21.18 4.53
H 13.07 -22.22 6.95
H 13.44 -20.42 6.56
H 14.70 -21.64 7.04
H 14.45 -23.52 3.77
H 14.94 -23.75 5.38
H 12.56 -24.08 5.94
H 12.88 -25.21 4.66
H 10.89 -24.05 4.19
H 12.22 -23.59 2.98
H 11.35 -21.74 2.26
H 9.69 -22.01 2.96
H 10.54 -20.50 3.20
H 10.53 -20.84 5.89
H 9.65 -22.21 5.37
H 11.08 -22.28 6.62
H 16.11 -21.66 5.09
H 15.26 -20.12 4.85
H 15.52 -21.29 3.46
H 11.89 -19.78 5.06
C 20.69 -18.35 -2.05
C 19.90 -19.47 -1.29
C 19.26 -20.60 -2.18
C 20.35 -21.47 -2.66
C 21.08 -22.09 -1.51
C 21.72 -21.14 -0.54
N 20.63 -20.12 -0.12
O 21.19 -19.09 0.67
C 22.21 -21.92 0.65
C 22.97 -20.52 -1.15
C 18.71 -18.76 -0.59
H 21.50 -18.70 -2.69
H 21.03 -17.54 -1.39
H 20.03 -17.84 -2.74
H 18.50 -21.20 -1.59
H 18.64 -20.13 -2.98
H 21.04 -21.00 -3.32
H 19.95 -22.33 -3.17
H 21.87 -22.83 -1.81
H 20.39 -22.64 -0.88
H 22.68 -21.27 1.41
H 21.31 -22.32 1.11
H 22.92 -22.69 0.33
H 23.37 -21.24 -1.88
H 22.64 -19.65 -1.73
H 23.77 -20.31 -0.45
H 17.95 -18.31 -1.23
H 19.04 -18.04 0.16
H 18.15 -19.52 0.02
H 22.03 -18.81 0.24
*
```

Values from the calculation:
Kohn-Sham gap in eV: 8.43
Total energy in eV: -152575.8017
HOMO energy in eV: -8.07
Relative energy (zero: lowest compared OMol25 entry of this formula, charge and spin) in kJ/mol: 0.00